<one>
{"formula": "C3H6O", "method": "ωB97M-V with the def2-TZVPD basis set", "smiles": "CC(C)=O", "homo_energy_ev": -9.90, "charge": 0, "spin_multiplicity": 1, "homo_lumo_gap_ev": 10.9, "elements": ["C", "C", "C", "O", "H", "H", "H", "H", "H", "H"], "xyz": [[0.45, 0.80, -0.96], [0.41, -0.06, 0.26], [-0.81, -0.70, 0.78], [1.40, -0.28, 0.94], [1.46, 1.14, -1.16], [0.06, 0.26, -1.83], [-0.21, 1.67, -0.81], [-0.91, -1.71, 0.42], [-0.04, -0.94, 1.73], [-1.77, -0.17, 0.63]], "mulliken_charge": [-1.036, 0.847, -1.015, -0.565, 0.293, 0.296, 0.295, 0.277, 0.320, 0.287]}



<two>
{"formula": "C3H6O", "method": "ωB97M-V with the def2-TZVPD basis set", "smiles": "C=C=O.C", "homo_energy_ev": -9.37, "charge": 0, "spin_multiplicity": 1, "homo_lumo_gap_ev": 10.3, "elements": ["C", "C", "O", "H", "H", "C", "H", "H", "H", "H"], "xyz": [[-0.81, -1.64, -0.38], [0.33, -1.32, -0.97], [1.34, -1.04, -1.49], [-1.17, -1.06, 0.46], [-1.34, -2.51, -0.74], [0.33, 1.51, 0.63], [1.20, 0.87, 0.45], [0.09, 1.53, 1.69], [0.56, 2.53, 0.29], [-0.53, 1.14, 0.06]], "mulliken_charge": [-0.889, 0.732, -0.355, 0.269, 0.260, -0.902, 0.189, 0.259, 0.266, 0.169]}



<three>
{"formula": "C3H6O", "method": "ωB97M-V with the def2-TZVPD basis set", "homo_energy_ev": -8.35, "charge": 0, "spin_multiplicity": 1, "homo_lumo_gap_ev": 9.2, "elements": ["C", "C", "O", "C", "H", "H", "H", "H", "H", "H"], "xyz": [[-1.59, 0.31, 0.39], [0.49, -0.43, 0.59], [-0.22, 0.69, 0.49], [1.58, -0.29, -0.41], [-2.12, 1.25, 0.24], [-1.69, -0.30, -0.52], [-1.93, -0.26, 1.25], [1.41, -1.17, -1.06], [1.51, 0.62, -1.02], [2.56, -0.42, 0.05]], "mulliken_charge": [-0.568, -0.220, -0.125, -0.738, 0.226, 0.292, 0.307, 0.278, 0.264, 0.284]}



We find <two> to be the most stable, with the next structure 27.6 kJ/mol higher.



<one>
{"formula": "C4H6O2", "method": "ωB97M-V with the def2-TZVPD basis set", "homo_energy_ev": -7.36, "charge": 0, "spin_multiplicity": 1, "homo_lumo_gap_ev": 7.8, "elements": ["O", "C", "C", "C", "O", "C", "H", "H", "H", "H", "H", "H"], "xyz": [[1.87, 0.35, 0.11], [0.57, 0.16, 0.63], [-0.14, -1.10, 0.15], [-0.85, -0.47, -1.05], [-1.23, 0.70, -1.01], [-0.28, 1.24, 0.52], [2.48, -0.02, 0.76], [0.51, -1.93, -0.18], [-0.86, -1.51, 0.87], [-0.95, -0.94, -2.02], [-1.19, 1.33, 1.10], [0.08, 2.18, 0.11]], "mulliken_charge": [-0.495, 0.094, -0.591, 0.068, -0.419, -0.571, 0.393, 0.332, 0.274, 0.396, 0.251, 0.268]}



<two>
{"formula": "C4H6O2", "method": "ωB97M-V with the def2-TZVPD basis set", "homo_energy_ev": -7.85, "charge": 0, "spin_multiplicity": 1, "homo_lumo_gap_ev": 8.0, "elements": ["O", "C", "C", "C", "O", "C", "H", "H", "H", "H", "H", "H"], "xyz": [[1.65, -0.95, -0.91], [0.54, -0.48, -0.34], [0.29, -0.20, 1.12], [-0.88, 0.78, 0.58], [-0.51, 2.01, 0.36], [-0.59, 0.21, -0.82], [1.69, -0.69, -1.84], [-0.62, -1.10, -0.70], [0.11, -1.07, 1.76], [1.09, 0.43, 1.51], [-1.87, 0.56, 1.03], [-0.87, 0.55, -1.81]], "mulliken_charge": [-0.469, 0.322, -0.697, 0.275, -0.767, -0.569, 0.350, 0.154, 0.324, 0.294, 0.312, 0.471]}



<three>
{"formula": "C4H6O2", "method": "ωB97M-V with the def2-TZVPD basis set", "smiles": "O=CCCC=O", "homo_energy_ev": -9.94, "charge": 0, "spin_multiplicity": 1, "homo_lumo_gap_ev": 10.7, "elements": ["O", "C", "C", "C", "C", "O", "H", "H", "H", "H", "H", "H"], "xyz": [[-0.20, -2.42, -1.06], [-0.03, -1.57, -0.21], [0.53, -0.20, -0.55], [0.49, 0.98, 0.47], [-0.98, 1.04, 0.48], [-1.65, 0.38, 1.23], [-0.18, -1.79, 0.86], [1.59, -0.28, -0.40], [0.31, 0.07, -1.59], [1.05, 1.81, 0.02], [0.93, 0.71, 1.44], [-1.37, 1.57, -0.41]], "mulliken_charge": [-0.474, 0.025, -0.500, -0.491, 0.011, -0.496, 0.358, 0.266, 0.328, 0.303, 0.338, 0.333]}



<four>
{"formula": "C4H6O2", "method": "ωB97M-V with the def2-TZVPD basis set", "smiles": "C1OCC12CO2", "homo_energy_ev": -9.94, "charge": 0, "spin_multiplicity": 1, "homo_lumo_gap_ev": 10.9, "elements": ["C", "O", "C", "C", "C", "O", "H", "H", "H", "H", "H", "H"], "xyz": [[0.99, -0.53, 0.67], [1.74, -0.37, -0.55], [0.65, 0.30, -1.21], [-0.20, 0.17, 0.05], [-1.60, 0.05, 0.44], [-0.86, 1.25, 0.65], [0.83, -1.59, 0.91], [1.43, 0.00, 1.52], [0.90, 1.34, -1.45], [0.35, -0.22, -2.13], [-2.43, 0.11, -0.26], [-1.81, -0.50, 1.36]], "mulliken_charge": [-0.474, -0.410, -0.379, 0.709, -0.405, -0.479, 0.240, 0.269, 0.237, 0.232, 0.237, 0.224]}



We find <three> to be the most stable, with the next structure 103.4 kJ/mol higher.



<one>
{"formula": "C4H6O2", "method": "ωB97M-V with the def2-TZVPD basis set", "homo_energy_ev": [-8.46, -8.46], "charge": 0, "spin_multiplicity": 1, "homo_lumo_gap_ev": [8.0, 8.0], "elements": ["O", "C", "C", "C", "C", "O", "H", "H", "H", "H", "H", "H"], "xyz": [[-1.84, 0.68, -0.08], [-0.86, -0.27, -0.42], [0.17, 0.20, -1.30], [0.14, -0.71, 0.64], [1.15, 0.17, 1.04], [1.60, 1.08, 0.31], [-1.70, 0.93, 0.84], [-1.31, -1.19, -0.79], [0.74, -0.51, -1.89], [0.33, 1.26, -1.48], [0.03, -1.70, 1.07], [1.54, 0.07, 2.07]], "mulliken_charge": [-0.561, 0.380, -0.495, -0.828, 0.180, -0.563, 0.378, 0.262, 0.304, 0.244, 0.340, 0.360]}



<two>
{"formula": "C4H6O2", "method": "ωB97M-V with the def2-TZVPD basis set", "homo_energy_ev": -9.41, "charge": 0, "spin_multiplicity": 1, "homo_lumo_gap_ev": 8.6, "elements": ["O", "C", "C", "C", "O", "C", "H", "H", "H", "H", "H", "H"], "xyz": [[0.61, 1.52, 1.01], [0.77, 0.72, -0.13], [0.61, -0.74, 0.26], [-0.76, -1.15, -0.19], [-1.39, -2.18, 0.04], [-1.43, -0.34, -1.16], [0.71, 2.44, 0.75], [1.72, 0.91, -0.65], [0.72, -0.86, 1.35], [1.36, -1.39, -0.21], [-0.01, 0.95, -0.90], [-2.25, 0.26, -0.76]], "mulliken_charge": [-0.507, -0.341, -0.416, 0.632, -0.568, -0.548, 0.302, 0.327, 0.309, 0.264, 0.281, 0.266]}



We find <one> to be the most stable, with the next structure 70.5 kJ/mol higher.



<one>
{"formula": "C4H6O2", "method": "ωB97M-V with the def2-TZVPD basis set", "homo_energy_ev": -9.56, "charge": 0, "spin_multiplicity": 1, "homo_lumo_gap_ev": 10.4, "elements": ["O", "C", "C", "C", "C", "O", "H", "H", "H", "H", "H", "H"], "xyz": [[-0.72, -2.12, -1.23], [-0.83, -1.50, -0.20], [0.45, -0.65, 0.08], [0.34, 0.71, -0.65], [0.08, 1.21, 0.78], [0.62, 0.00, 1.33], [-1.81, -1.64, 0.34], [1.30, -1.30, -0.17], [-0.45, 0.80, -1.40], [1.28, 1.08, -1.07], [-0.98, 1.29, 1.02], [0.62, 2.09, 1.13]], "mulliken_charge": [-0.442, -0.230, 0.273, -0.532, -0.373, -0.462, 0.371, 0.378, 0.260, 0.236, 0.226, 0.293]}



<two>
{"formula": "C4H6O2", "method": "ωB97M-V with the def2-TZVPD basis set", "homo_energy_ev": -8.96, "charge": 0, "spin_multiplicity": 1, "homo_lumo_gap_ev": 10.0, "elements": ["O", "C", "C", "C", "O", "C", "H", "H", "H", "H", "H", "H"], "xyz": [[1.62, -0.53, -0.71], [0.12, -0.84, -0.36], [0.14, -0.38, 1.08], [-0.78, 0.80, 0.64], [-0.06, 1.52, -0.40], [-0.79, 0.36, -0.75], [1.60, 0.41, -0.97], [-0.07, -1.86, -0.71], [-0.18, -1.02, 1.92], [1.44, -0.26, 0.65], [-1.53, 1.39, 1.18], [-1.51, 0.42, -1.56]], "mulliken_charge": [-0.595, 0.258, -1.071, -0.050, -0.491, -0.504, 0.416, 0.443, 0.275, 0.440, 0.448, 0.431]}



<three>
{"formula": "C4H6O2", "method": "ωB97M-V with the def2-TZVPD basis set", "homo_energy_ev": -8.72, "charge": 0, "spin_multiplicity": 1, "homo_lumo_gap_ev": 9.3, "elements": ["C", "O", "C", "C", "C", "O", "H", "H", "H", "H", "H", "H"], "xyz": [[-2.22, 0.33, -0.30], [-0.82, 0.07, -0.28], [-0.31, -0.19, 0.90], [1.17, 0.00, 0.77], [1.98, -0.55, -0.33], [1.65, 0.81, -0.31], [-2.31, 1.35, -0.67], [-2.73, -0.36, -0.97], [-2.60, 0.25, 0.72], [1.66, 0.20, 1.72], [1.49, -1.14, -1.10], [3.03, -0.78, -0.15]], "mulliken_charge": [-0.580, -0.062, -0.548, 0.210, -0.294, -0.394, 0.243, 0.221, 0.353, 0.387, 0.200, 0.264]}



We find <one> to be the most stable, with the next structure 222.4 kJ/mol higher.



<one>
{"formula": "C4H6O2", "method": "ωB97M-V with the def2-TZVPD basis set", "homo_energy_ev": -10.41, "charge": 0, "spin_multiplicity": 1, "homo_lumo_gap_ev": 11.5, "elements": ["C", "C", "C", "O", "C", "O", "H", "H", "H", "H", "H", "H"], "xyz": [[-1.27, -0.36, -0.24], [-0.06, -0.20, 0.66], [1.17, -0.95, 0.38], [1.13, 0.46, 0.24], [0.20, 2.17, -1.20], [0.91, 2.98, -0.83], [-1.84, -1.20, 0.17], [-1.94, 0.50, -0.24], [-1.02, -0.61, -1.27], [-0.29, 0.04, 1.70], [1.26, -1.45, -0.58], [1.76, -1.36, 1.20]], "mulliken_charge": [-1.322, 0.373, -0.492, -0.358, 0.139, -0.182, 0.366, 0.323, 0.346, 0.326, 0.225, 0.255]}



<two>
{"formula": "C4H6O2", "method": "ωB97M-V with the def2-TZVPD basis set", "homo_energy_ev": -9.82, "charge": 0, "spin_multiplicity": 1, "homo_lumo_gap_ev": 10.0, "elements": ["C", "C", "C", "C", "H", "H", "H", "H", "H", "H", "O", "O"], "xyz": [[2.02, 0.05, -0.08], [0.58, 0.53, 0.02], [-0.47, -0.38, 0.38], [-1.82, 0.34, 0.21], [2.51, -0.16, 1.06], [1.95, -1.04, -0.67], [2.67, 0.94, -0.88], [0.36, 1.54, -0.16], [-0.36, -1.45, 0.55], [-2.65, -1.43, -0.30], [-2.92, -0.48, -0.20], [-1.87, 1.54, 0.08]], "mulliken_charge": [-0.816, -0.023, -0.609, 0.656, 0.245, 0.234, 0.256, 0.416, 0.321, 0.313, -0.481, -0.512]}



We find <one> to be the most stable, with the next structure 75.8 kJ/mol higher.



<one>
{"formula": "C3H5PS", "method": "ωB97M-V with the def2-TZVPD basis set", "homo_energy_ev": [-7.55, -7.55], "charge": 0, "spin_multiplicity": 1, "homo_lumo_gap_ev": [6.2, 6.2], "elements": ["C", "C", "C", "P", "S", "H", "H", "H", "H", "H"], "xyz": [[0.20, 1.13, 0.04], [-0.57, 0.00, 0.10], [-0.06, -1.31, -0.49], [-0.95, -0.70, -2.77], [-2.81, -0.40, -2.72], [-0.14, 2.13, 0.31], [1.16, 0.89, -0.34], [-1.47, 0.13, 0.60], [0.95, -1.23, -0.85], [-0.46, -2.38, -0.31]], "mulliken_charge": [-0.701, -0.050, -0.906, 0.294, -0.175, 0.262, 0.243, 0.385, 0.343, 0.305]}



<two>
{"formula": "C3H5PS", "method": "ωB97M-V with the def2-TZVPD basis set", "homo_energy_ev": -8.89, "charge": 0, "spin_multiplicity": 1, "homo_lumo_gap_ev": 8.5, "elements": ["C", "C", "C", "P", "S", "H", "H", "H", "H", "H"], "xyz": [[1.42, 0.62, -0.32], [0.50, -0.51, -0.14], [-0.99, -0.42, -0.12], [1.57, 0.09, 1.25], [-1.66, 1.19, 0.38], [1.91, 1.16, -0.98], [0.70, -1.66, -0.81], [-1.45, -1.14, 0.61], [-1.48, -0.74, -1.09], [-0.52, 1.41, 1.21]], "mulliken_charge": [-0.432, -0.219, -0.488, -0.013, -0.236, 0.427, 0.247, 0.296, 0.341, 0.077]}



We find <one> to be the most stable, with the next structure 67.7 kJ/mol higher.